[1]
Formula: C6H6BNO4
Source: the OMol25 dataset
Level of theory: ωB97M-V/def2-TZVPD

Structure (XYZ):
```
18
Properties=species:S:1:pos:R:3:lowdin_charge:R:1
O -4.455 -1.461 0.424 0.16
N -3.679 -0.623 0.117 -0.44
O -2.507 -0.723 -0.173 0.05
O -4.141 0.663 0.082 0.11
H -3.371 1.300 0.002 0.08
O -1.862 1.940 -0.240 0.14
B -0.894 1.221 -0.235 -0.23
C 0.438 0.472 -0.079 -0.13
C 0.507 -0.876 -0.320 -0.02
C 1.790 -1.429 -0.223 -0.07
C 2.917 -0.773 0.161 -0.07
C 2.807 0.607 0.342 -0.08
C 1.599 1.227 0.245 -0.04
H -0.442 -1.243 -0.602 0.08
H 2.011 -2.504 -0.520 0.13
H 3.818 -1.199 0.188 0.07
H 3.784 1.059 0.492 0.11
H 1.682 2.342 0.339 0.14
```

Values from the calculation:
net charge: 0
HOMO-LUMO gap: 10.4 eV
2S+1: 1
SMILES: O=[N+]([O-])O.O=Bc1ccccc1
calculated total energy: -16672.7803 eV
HOMO energy: -10.12 eV


[2]
Formula: C6H6BrF3N2O
Source: the OMol25 dataset
Level of theory: ωB97M-V/def2-TZVPD

Structure (XYZ):
```
19
Properties=species:S:1:pos:R:3:lowdin_charge:R:1
C 1.451 -0.975 -0.038 -0.06
C 2.425 -0.025 -0.270 -0.73
C 1.822 1.246 -0.359 -0.07
C -0.539 2.004 0.126 0.04
C -0.940 -1.096 0.506 -0.24
C -2.109 -0.991 -0.389 -0.54
N 0.239 -0.344 0.078 0.03
N 0.479 0.971 -0.200 -0.08
O -0.591 -2.407 0.775 -0.03
F -3.045 -1.917 -0.438 0.17
F -1.840 -0.855 -1.730 0.09
F -2.719 0.215 0.035 0.02
Br 4.265 -0.254 -0.259 0.76
H 1.433 -1.932 0.427 0.12
H 0.020 2.811 -0.023 0.04
H -1.510 1.949 -0.441 0.12
H -0.833 1.888 1.098 0.07
H 2.248 2.325 -0.571 0.17
H -0.254 -2.614 1.673 0.12
```

Values from the calculation:
net charge: 0
HOMO-LUMO gap (spin up / spin down): 7.5 / 7.5 eV
2S+1: 1
calculated total energy: -89537.6768 eV
HOMO energy (spin up / spin down): -7.03 / -7.03 eV


[3]
Formula: C6H6CdO
Source: the OMol25 dataset
Level of theory: ωB97M-V/def2-TZVPD

Structure (XYZ):
```
14
Properties=species:S:1:pos:R:3:lowdin_charge:R:1
Cd -0.961 -1.456 -1.394 1.18
C -0.071 1.512 -0.283 -0.09
C -0.557 1.180 0.974 -0.07
C -0.216 -0.031 1.564 -0.09
C 0.625 -0.913 0.900 -0.14
C 1.129 -0.581 -0.362 -0.23
C 0.774 0.637 -0.954 -0.16
H -0.350 2.449 -0.745 0.11
H -1.219 1.861 1.491 0.11
H -0.604 -0.288 2.540 0.11
H 0.899 -1.856 1.356 0.11
H 1.834 -1.240 -0.856 0.10
H 1.160 0.891 -1.932 0.11
O -2.443 -2.167 -2.297 -1.05
```

Values from the calculation:
net charge: 0
HOMO-LUMO gap: 7.3 eV
2S+1: 1
calculated total energy: -12927.2453 eV
HOMO energy: -7.68 eV


[4]
Formula: C6H6Cl2
Source: the OMol25 dataset
Level of theory: ωB97M-V/def2-TZVPD

Structure (XYZ):
```
14
Properties=species:S:1:pos:R:3:lowdin_charge:R:1
C -0.636 -0.278 0.823 -0.65
C -0.524 -1.084 -0.435 -0.28
C -2.056 -0.808 -0.898 -0.02
C -2.145 0.490 -0.681 -0.08
C -0.780 0.890 -0.168 -0.31
C 0.079 0.086 -1.188 -0.58
H -1.460 -0.343 1.605 0.13
H -0.097 -2.057 -0.353 0.13
H -2.874 -1.563 -1.167 0.13
H -3.009 1.218 -0.519 0.14
H -0.432 1.816 0.138 0.11
H 0.030 0.020 -2.356 0.15
Cl 0.839 -0.236 1.818 0.57
Cl 1.762 0.537 -0.763 0.57
```

Values from the calculation:
net charge: 0
HOMO-LUMO gap: 10.3 eV
2S+1: 1
calculated total energy: -31360.9691 eV
HOMO energy: -9.39 eV


[5]
Formula: C6H6Cl2N2O2
Source: the OMol25 dataset
Level of theory: ωB97M-V/def2-TZVPD

Structure (XYZ):
```
18
Properties=species:S:1:pos:R:3:lowdin_charge:R:1
C -1.529 0.365 -0.424 -0.05
C -0.727 0.873 -1.410 -0.05
C -1.159 -0.272 0.840 -0.38
C 0.789 1.065 -1.349 -0.16
C -1.118 -1.588 0.991 -0.51
C 1.461 -0.103 -0.580 -0.67
N -0.468 0.529 1.759 0.01
N 1.642 0.066 0.709 -0.26
O 0.733 1.050 1.317 -0.03
O 2.293 -0.597 1.555 0.09
Cl -1.601 -2.799 -0.149 0.63
Cl 2.306 -1.312 -1.465 0.73
H -2.592 0.358 -0.730 0.12
H -1.237 1.247 -2.206 0.06
H 1.191 1.098 -2.475 0.14
H 1.173 2.006 -1.020 0.10
H -0.771 -2.064 1.966 0.10
H -0.385 0.077 2.671 0.13
```

Values from the calculation:
net charge: 0
HOMO-LUMO gap (spin up / spin down): 7.3 / 7.1 eV
2S+1: 3
calculated total energy: -38429.7751 eV
HOMO energy (spin up / spin down): -6.54 / -9.12 eV


[6]
Formula: C6H6Cl2OS
Source: the OMol25 dataset
Level of theory: ωB97M-V/def2-TZVPD

Structure (XYZ):
```
16
Properties=species:S:1:pos:R:3:lowdin_charge:R:1
O 0.381 -1.549 -1.693 -0.03
C -0.550 -0.970 -0.831 -0.41
C -0.169 0.387 -0.185 -0.54
C 0.824 1.178 -0.619 -0.15
C 0.995 2.404 0.090 -0.17
C -0.017 2.540 1.029 -0.38
S -1.107 1.111 1.059 1.00
C -0.740 -1.936 0.511 -1.01
Cl -1.562 -3.465 -0.024 0.53
Cl 0.745 -2.496 1.272 0.61
H 0.971 -2.023 -1.113 0.04
H -1.487 -1.083 -1.331 0.12
H 1.567 0.849 -1.317 0.11
H 1.690 3.280 -0.097 0.12
H -0.190 3.366 1.888 0.11
H -1.351 -1.593 1.362 0.03
```

Values from the calculation:
net charge: 0
HOMO-LUMO gap: 9.8 eV
2S+1: 1
SMILES: O[C@H](c1cccs1)C(Cl)Cl
calculated total energy: -44245.6229 eV
HOMO energy: -9.20 eV


[7]
Formula: C6H6Cl3F3N2O
Source: the OMol25 dataset
Level of theory: ωB97M-V/def2-TZVPD

Structure (XYZ):
```
21
Properties=species:S:1:pos:R:3:lowdin_charge:R:1
C -0.017 -0.607 -1.169 -0.05
C -0.990 -0.201 -0.074 -0.36
C -0.384 1.064 0.661 -1.11
C 1.796 -0.551 0.240 -0.68
C -3.341 -0.555 -0.276 -0.12
C 3.177 0.083 -0.053 -0.66
N 1.192 -0.828 -0.923 0.08
N 0.859 0.814 1.171 -0.01
O -2.223 0.161 -0.647 -0.18
F 3.055 1.241 -0.737 0.13
F 3.907 0.222 1.054 0.13
F 3.959 -0.651 -0.845 0.15
Cl -1.447 1.832 1.844 0.66
Cl -0.294 2.325 -0.831 0.50
Cl 1.961 -1.873 1.341 0.80
H -0.380 -1.046 -2.105 0.15
H -1.113 -0.933 0.694 0.15
H -4.077 -0.257 -0.934 0.07
H -3.972 -0.372 0.633 0.11
H -3.229 -1.577 -0.248 0.07
H 1.562 1.708 1.204 0.17
```

Values from the calculation:
net charge: 0
HOMO-LUMO gap: 9.6 eV
2S+1: 1
calculated total energy: -57063.8141 eV
HOMO energy: -9.89 eV


[8]
Formula: C6H6ClN3
Source: the OMol25 dataset
Level of theory: ωB97M-V/def2-TZVPD

Structure (XYZ):
```
16
Properties=species:S:1:pos:R:3:lowdin_charge:R:1
C 0.691 1.973 -1.863 0.13
C 0.034 1.666 -0.910 -0.14
C -0.703 1.266 0.279 -0.13
C 0.198 0.493 1.179 -0.33
N 0.813 0.965 2.221 0.06
N 1.560 -0.016 2.752 0.02
C 1.389 -1.081 2.036 -0.18
N 0.527 -0.833 1.004 -0.07
C 0.022 -1.704 -0.012 -0.52
Cl 0.919 -3.241 -0.068 0.62
H 1.269 2.236 -2.696 0.02
H -1.575 0.667 -0.005 0.12
H -1.036 2.154 0.819 0.13
H 1.874 -2.020 2.207 0.10
H -1.029 -1.951 0.178 0.09
H 0.126 -1.222 -0.992 0.09
```

Values from the calculation:
net charge: 0
HOMO-LUMO gap: 10.4 eV
2S+1: 1
SMILES: C#CCc1nncn1CCl
calculated total energy: -23309.5503 eV
HOMO energy: -9.81 eV


[9]
Formula: C6H6ClNO
Source: the OMol25 dataset
Level of theory: ωB97M-V/def2-TZVPD

Structure (XYZ):
```
15
Properties=species:S:1:pos:R:3:lowdin_charge:R:1
C 1.228 -2.225 0.243 -0.31
C 0.327 -1.306 0.218 0.00
C -0.601 -0.368 0.027 -0.31
C 2.491 1.835 0.260 -0.59
C -1.049 0.155 -1.368 -0.04
C -1.369 0.180 1.246 -0.05
N 2.069 -3.034 0.047 0.16
O 1.715 2.408 -0.436 -0.01
Cl 3.357 0.367 -0.054 0.64
H -1.097 1.281 -1.419 0.09
H -0.381 -0.387 -2.098 0.10
H -2.137 -0.067 -1.264 0.09
H -2.041 -0.487 1.638 0.04
H -0.733 0.463 2.116 0.09
H -1.779 1.183 0.844 0.11
```

Values from the calculation:
net charge: 0
HOMO-LUMO gap (spin up / spin down): 8.5 / 7.3 eV
2S+1: 1
calculated total energy: -22373.9014 eV
HOMO energy (spin up / spin down): -9.50 / -8.72 eV


[10]
Formula: C6H6ClNS
Source: the OMol25 dataset
Level of theory: ωB97M-V/def2-TZVPD

Structure (XYZ):
```
15
Properties=species:S:1:pos:R:3:lowdin_charge:R:1
C 1.861 0.841 1.171 -0.05
C 0.712 0.255 0.473 -0.25
C -0.289 -0.555 1.119 -0.01
C -1.317 -1.047 0.346 -0.14
N -1.533 -0.754 -0.963 -0.58
S -2.806 -1.508 -1.827 0.44
C -0.695 0.092 -1.557 -0.76
Cl -1.097 0.634 -3.114 0.72
C 0.470 0.548 -0.923 -0.02
H 1.642 1.921 1.416 0.12
H 1.808 0.247 2.117 0.10
H 2.660 0.709 0.519 0.06
H -0.327 -0.803 2.171 0.11
H -2.143 -1.684 0.780 0.13
H 1.055 1.101 -1.727 0.13
```

Values from the calculation:
net charge: 0
HOMO-LUMO gap (spin up / spin down): 7.4 / 7.4 eV
2S+1: 1
SMILES: Cc1cc[n+]([S-])c(Cl)c1
calculated total energy: -31165.4237 eV
HOMO energy (spin up / spin down): -7.56 / -7.56 eV


[11]
Formula: C6H6FIN
Source: the OMol25 dataset
Level of theory: ωB97M-V/def2-TZVPD

Structure (XYZ):
```
15
Properties=species:S:1:pos:R:3:lowdin_charge:R:1
C -2.435 0.347 -0.361 -0.01
C -1.402 1.312 -0.174 -0.04
C -2.177 -1.039 -0.037 -0.05
C -0.144 0.833 0.149 -0.21
C -0.872 -1.400 0.253 -0.12
C 3.470 0.095 -0.188 -0.41
N 0.091 -0.431 0.330 0.00
F 3.086 -1.197 0.012 0.02
I 5.448 0.420 0.178 1.26
H -3.409 0.509 -0.798 0.10
H -1.598 2.320 -0.076 0.08
H -3.061 -1.635 0.070 0.10
H 0.779 1.450 0.379 0.10
H -0.482 -2.402 0.657 0.13
H 2.706 0.817 -0.393 0.05
```

Values from the calculation:
net charge: +1
HOMO-LUMO gap: 4.8 eV
2S+1: 1
calculated total energy: -18616.2335 eV
HOMO energy: -12.60 eV


[12]
Formula: C6H6FLiO6Y
Source: the OMol25 dataset
Level of theory: ωB97M-V/def2-TZVPD

Structure (XYZ):
```
21
Properties=species:S:1:pos:R:3:lowdin_charge:R:1
H -1.802 1.719 0.249 0.18
O -1.596 -0.917 -0.086 0.11
O -0.338 -0.179 -1.705 0.06
O 0.446 -1.813 -0.435 -0.15
C -2.234 0.339 -0.547 -0.06
C -1.592 0.481 -1.896 -0.29
C -0.479 -1.049 -0.693 -0.62
H -3.308 0.149 -0.617 0.13
F -2.221 -0.176 -2.955 0.05
H -1.407 1.500 -2.248 0.17
Y 1.006 -3.880 0.696 1.87
H -0.144 3.686 2.509 0.14
O 1.125 2.099 2.019 0.12
O 0.400 2.085 -0.040 -0.01
O 2.259 1.012 0.385 0.03
C -0.223 2.675 2.095 -0.07
C -0.760 2.621 0.678 -0.11
C 1.345 1.707 0.795 -0.63
H -0.769 2.022 2.787 0.13
H -0.870 3.627 0.249 0.12
Li 1.701 0.501 -1.462 0.82
```

Values from the calculation:
net charge: +2
HOMO-LUMO gap (spin up / spin down): 3.2 / 3.2 eV
2S+1: 2
calculated total energy: -22549.2909 eV
HOMO energy (spin up / spin down): -13.12 / -13.16 eV


[13]
Formula: C6H6INS
Source: the OMol25 dataset
Level of theory: ωB97M-V/def2-TZVPD

Structure (XYZ):
```
15
Properties=species:S:1:pos:R:3:lowdin_charge:R:1
C -1.376 -2.971 1.400 0.13
C -0.947 -2.004 0.806 -0.10
C 1.837 -0.620 1.373 -1.27
C -0.320 -0.847 0.219 -0.13
C -0.681 2.252 -1.260 -0.11
C -0.420 0.864 -1.523 -0.24
N -0.548 -0.012 -0.622 0.05
S 1.749 0.515 2.499 0.53
I 3.049 -0.267 -0.336 0.72
H -1.793 -3.750 1.968 0.02
H 1.666 -1.604 1.605 -0.07
H 0.286 2.909 -1.636 0.14
H -0.814 2.424 -0.131 0.11
H -1.564 2.653 -1.804 0.07
H -0.126 0.459 -2.559 0.16
```

Values from the calculation:
net charge: 0
HOMO-LUMO gap: 7.5 eV
2S+1: 1
calculated total energy: -26739.2312 eV
HOMO energy: -7.76 eV


[14]
Formula: C6H6InLiO2
Source: the OMol25 dataset
Level of theory: ωB97M-V/def2-TZVPD

Structure (XYZ):
```
16
Properties=species:S:1:pos:R:3:lowdin_charge:R:1
C -0.771 1.746 0.920 -0.05
C -0.794 1.173 -0.314 -0.16
C -1.077 -0.228 -0.633 -0.05
H -0.558 2.814 1.009 0.12
H -1.185 1.224 1.791 0.12
H -0.461 1.764 -1.171 0.16
H -0.647 -0.566 -1.584 0.16
C -2.371 -0.707 -0.456 0.10
O -3.355 -0.843 0.137 0.42
O 2.207 -0.197 -0.310 -0.27
C 1.697 -1.365 -0.030 -0.26
C 0.542 -1.354 0.744 0.10
In 1.297 0.837 1.181 1.44
Li 3.204 0.260 -1.816 0.89
H 0.147 -2.318 1.068 0.11
H 2.124 -2.240 -0.537 0.18
```

Values from the calculation:
net charge: +3
HOMO-LUMO gap (spin up / spin down): 6.2 / 7.1 eV
2S+1: 2
calculated total energy: -15755.6026 eV
HOMO energy (spin up / spin down): -21.53 / -22.57 eV


[15]
Formula: C6H6Li3O7
Source: the OMol25 dataset
Level of theory: ωB97M-V/def2-TZVPD

Structure (XYZ):
```
22
Properties=species:S:1:pos:R:3:lowdin_charge:R:1
Li -15.957 -13.275 -24.898 0.71
Li -15.419 -15.875 -25.286 0.75
Li -18.651 -14.149 -24.426 0.79
C -16.988 -11.551 -28.792 0.00
C -18.080 -10.694 -29.092 -0.41
C -19.105 -10.392 -27.983 -0.37
O -19.999 -9.601 -28.188 0.04
C -18.960 -11.078 -26.718 -0.01
C -17.958 -11.934 -26.500 -0.41
C -16.894 -12.189 -27.552 -0.41
O -15.964 -12.937 -27.154 -0.09
O -17.767 -12.600 -25.405 -0.29
O -18.249 -10.160 -30.184 -0.01
H -16.266 -11.843 -29.542 0.10
H -19.667 -10.833 -25.932 0.10
O -14.288 -14.348 -25.380 -0.60
H -13.496 -14.808 -25.067 -0.13
O -16.854 -15.002 -24.281 -0.59
H -16.828 -14.840 -23.327 -0.05
O -18.006 -17.319 -23.235 -0.10
H -17.177 -17.604 -22.842 0.02
H -17.765 -16.524 -23.748 -0.05
```

Values from the calculation:
net charge: -1
HOMO-LUMO gap: 4.7 eV
2S+1: 1
calculated total energy: -21272.2169 eV
HOMO energy: -3.33 eV


[16]
Formula: C6H6N
Source: the OMol25 dataset
Level of theory: ωB97M-V/def2-TZVPD

Structure (XYZ):
```
13
Properties=species:S:1:pos:R:3:lowdin_charge:R:1
C 3.800 -0.521 0.032 0.12
C 3.587 0.734 0.016 0.13
C 1.066 -0.271 0.116 0.06
C -1.248 -0.875 0.015 -0.13
C 2.372 -0.138 -0.078 -0.01
C -1.966 0.402 -0.057 -0.05
N 0.006 -0.842 -0.046 0.12
H 4.531 -1.206 0.324 0.12
H 3.767 1.777 -0.291 0.15
H -1.880 -1.815 -0.206 0.17
H -2.457 0.680 0.995 0.15
H -2.768 0.331 -0.730 0.06
H -1.225 1.234 -0.324 0.11
```

Values from the calculation:
net charge: +1
HOMO-LUMO gap (spin up / spin down): 6.4 / 8.2 eV
2S+1: 3
calculated total energy: -7794.3894 eV
HOMO energy (spin up / spin down): -11.09 / -15.43 eV


[17]
Formula: C6H6N2O2
Source: the OMol25 dataset
Level of theory: ωB97M-V/def2-TZVPD

Structure (XYZ):
```
16
Properties=species:S:1:pos:R:3:lowdin_charge:R:1
C -0.425 0.769 1.110 -0.44
C 0.294 0.036 0.065 -0.19
C -0.411 -0.735 -0.711 -0.06
C 0.241 -1.267 -1.799 -0.01
C 1.691 -0.989 -2.042 -0.06
C 1.670 0.084 -0.040 -0.09
H -3.302 -0.630 2.101 0.31
H -2.113 1.638 1.600 0.20
H -1.447 -0.769 -0.829 0.10
H -0.377 -1.785 -2.426 0.06
H 2.305 -1.622 -2.724 0.11
H 2.156 0.664 0.855 0.16
N -1.694 0.615 1.601 -0.05
N 2.432 -0.331 -1.073 0.06
O -2.631 -0.228 0.972 -0.17
O 0.037 1.870 1.307 0.07
```

Values from the calculation:
net charge: 0
HOMO-LUMO gap: 8.9 eV
2S+1: 1
calculated total energy: -13388.9081 eV
HOMO energy: -9.44 eV